Record 1
C4H6N2O | wB97M-V/def2-TZVPD

```
13
Properties=species:S:1:pos:R:3
C 1.66252 -1.18434 -0.65606
O 1.42804 0.05597 -0.00575
C 0.10932 0.31945 0.07647
C -0.98720 -0.16446 -0.58074
N -2.13035 0.40418 -0.05901
C -1.72531 1.20923 0.88241
N -0.35985 1.20309 1.01134
H 1.33306 -1.14602 -1.70106
H 1.11171 -1.97966 -0.13998
H 2.73416 -1.37534 -0.61648
H -1.01807 -0.87989 -1.39054
H -2.36109 1.81782 1.51135
H 0.20305 1.71998 1.66805
```

Computed properties:
* SMILES: COc1cnc[nH]1
* largest force on an atom: 0.30 eV/A
* multiplicity: 1
* total energy: -340.751846 hartree

Charge distribution, Mulliken scheme, values in e: -0.772 -0.424 0.441 -0.157 -0.618 -0.261 -0.045 0.288 0.362 0.238 0.388 0.369 0.191

Record 2
C4H6N2O | wB97M-V/def2-TZVPD

```
13
Properties=species:S:1:pos:R:3
C -1.84707 -0.42367 0.05395
C -0.49698 0.21684 0.06252
C 0.47275 0.19504 -1.10465
C 1.40712 -0.15941 -0.22143
O 2.70143 -0.47353 -0.22516
N 0.57458 -0.20073 0.98328
N -0.10337 1.12326 1.10243
H -2.27957 -0.42193 1.05627
H -1.75993 -1.45274 -0.30851
H -2.51206 0.12212 -0.62428
H 0.39064 0.35667 -2.16862
H 2.94663 -0.73073 0.67570
H 0.50584 1.84882 0.71850
```

Computed properties:
* largest force on an atom: 0.44 eV/A
* multiplicity: 1
* total energy: -340.641104 hartree

Charge distribution, Mulliken scheme, values in e: -1.243 0.959 -0.717 0.424 -0.478 -0.468 -0.439 0.364 0.283 0.300 0.337 0.358 0.320

Record 3
C4H6N2O | wB97M-V/def2-TZVPD

```
13
Properties=species:S:1:pos:R:3
C -0.30079 -0.10612 -0.01190
C -0.68745 -0.95605 1.66870
C 0.32502 0.01632 -1.32525
C 1.69192 0.57297 -1.50142
N -0.74870 0.87982 -0.59080
N -1.61172 -0.13840 2.09223
O -0.04135 -1.88234 2.05366
H -0.17329 -0.49750 -2.25419
H 2.17144 -0.15462 -2.22387
H 2.11156 0.55313 -0.39726
H 1.62278 1.50115 -1.87956
H -2.10313 0.51367 1.52097
H -2.25628 -0.30201 2.84868
```

Computed properties:
* largest force on an atom: 5.30 eV/A
* multiplicity: 1
* total energy: -340.648602 hartree

Charge distribution, Mulliken scheme, values in e: -0.241 0.514 0.388 -0.961 -0.547 -0.322 -0.490 0.307 0.269 0.279 0.295 0.252 0.256

Record 4
C4H6N2O | wB97M-V/def2-TZVPD

```
13
Properties=species:S:1:pos:R:3
N 1.41420 -1.90308 -0.43419
C 0.63342 -0.93746 -0.21105
O -0.03807 -0.39972 -1.23519
C -1.18118 0.38324 -0.88085
C -0.74881 1.48091 0.06852
C -0.15145 0.89501 1.32913
N 0.40466 -0.28629 1.05772
H 1.92464 -2.22288 0.38366
H 0.80167 -0.79327 1.84180
H -1.91598 -0.26730 -0.38724
H -1.59677 0.73198 -1.82682
H 0.02513 2.10845 -0.40157
H -1.57868 2.14319 0.33786
```

Computed properties:
* largest force on an atom: 0.70 eV/A
* multiplicity: 1
* total energy: -340.690363 hartree

Charge distribution, Mulliken scheme, values in e: -0.632 0.534 -0.341 -0.458 -0.248 -0.470 -0.020 0.216 0.221 0.307 0.280 0.272 0.337

no.,Kohn-Sham gap (eV)
1,9.143
2,9.528
3,9.767
4,9.332